# 1
A molecular structure, C27H38N2O5PV in a non-equilibrium geometry. Source: the Open Molecules 2025 dataset; level of theory: ωB97M-V/def2-TZVPD.

## Properties
Energy above the lowest of the compared OMol25 structures with the same formula, charge and spin: 0.00 kJ/mol
Spin multiplicity: 2
LUMO level (spin up / spin down): -4.61 / -4.23 eV
Largest force on an atom: 4.91 eV/Å
Net charge: +1

Last column: Mulliken charge in e.
Geometry (Å):
V1 -15.2619 6.9752 -2.5904  0.814
O1 -15.7497 5.0306 1.0090  -0.619
C1 -15.8991 5.6543 -0.0455  0.398
O2 -14.8854 6.2795 -0.7441  -0.611
C2 -17.2218 5.7211 -0.6838  0.472
C3 -18.4405 5.2556 -0.1809  -0.712
C4 -19.5734 5.2747 -1.0106  -0.338
C5 -19.4246 5.7803 -2.3134  -0.645
C6 -18.2036 6.2794 -2.7387  0.548
N1 -17.1365 6.1896 -1.9347  0.244
C7 -17.7064 6.7804 -4.0509  0.340
O3 -18.4775 6.8145 -5.0309  -0.660
O4 -16.4455 7.2108 -4.1434  -0.355
H1 -18.4640 4.7908 0.7924  0.540
H2 -20.5271 4.9275 -0.6678  0.489
H3 -20.2552 5.8200 -2.9855  0.539
C8 -12.4388 4.9638 -5.4921  -1.771
C9 -11.4814 5.3047 -4.3284  1.663
C10 -9.9992 5.1576 -4.8720  -1.663
C11 -11.7305 4.2472 -3.1833  -1.644
P1 -12.0210 7.0513 -3.7476  -0.237
N2 -13.5673 6.9797 -3.3033  -0.049
C12 -10.8415 7.6222 -2.3325  2.310
C13 -9.3641 7.9177 -2.7744  -1.884
C14 -10.7067 6.4710 -1.2659  -1.869
C15 -11.3683 8.9188 -1.6381  -1.468
C16 -11.8498 8.2519 -5.2096  2.265
C17 -13.0174 8.1031 -6.2100  -1.794
C18 -10.5089 8.0914 -6.0127  -2.118
C19 -11.8573 9.6945 -4.6812  -1.729
H4 -12.3204 3.8977 -5.6823  0.623
H5 -12.1883 5.4838 -6.4163  0.258
H6 -13.4997 5.1155 -5.2763  0.218
H7 -9.8639 4.1267 -5.2657  0.444
H8 -9.2614 5.2803 -4.0969  0.302
H9 -9.7667 5.8244 -5.6742  0.288
H10 -11.9100 3.2756 -3.6123  0.525
H11 -12.5803 4.5463 -2.5997  0.237
H12 -10.8695 4.1384 -2.5063  0.306
H13 -8.8765 7.0356 -3.1812  0.253
H14 -8.8359 8.1516 -1.8623  0.590
H15 -9.2673 8.7928 -3.4223  0.348
H16 -10.1161 5.6373 -1.6317  0.256
H17 -11.6868 6.1052 -0.9109  0.334
H18 -10.1780 6.8709 -0.4211  0.652
H19 -10.6443 9.7335 -1.6894  0.382
H20 -11.5504 8.7438 -0.5713  0.430
H21 -12.3363 9.2843 -1.9939  0.122
H22 -12.9687 7.2435 -6.8688  0.318
H23 -13.0419 8.9714 -6.8511  0.533
H24 -13.9646 8.0541 -5.6642  0.194
H25 -10.6094 7.3074 -6.7451  0.402
H26 -9.6155 7.9371 -5.3965  0.355
H27 -10.3536 9.0015 -6.6032  0.516
H28 -12.7388 9.9605 -4.1031  0.141
H29 -11.8813 10.3700 -5.5652  0.594
H30 -10.9725 9.9770 -4.1075  0.268
C20 -16.9205 9.9253 -0.0960  -1.355
C21 -16.3903 9.8857 -1.5781  0.529
O5 -16.0246 8.7330 -2.0193  0.197
C22 -16.4259 11.0922 -2.4358  0.578
C23 -16.7914 12.3396 -1.9344  -0.422
C24 -16.9565 13.4048 -2.8389  -0.683
C25 -16.6203 13.2654 -4.1824  -0.442
C26 -16.1430 12.0118 -4.6480  -0.812
C27 -16.0019 10.9363 -3.7692  -0.205
H31 -16.7321 8.9333 0.3459  0.263
H32 -18.0100 10.1190 -0.0651  0.369
H33 -16.4217 10.6803 0.5701  0.412
H34 -17.0260 12.4984 -0.9015  0.423
H35 -17.3456 14.3664 -2.5342  0.406
H36 -16.7233 14.0796 -4.9020  0.396
H37 -15.8229 11.8436 -5.6548  0.443
H38 -15.6891 9.9505 -4.0564  0.560

Forces on atoms 1 to 2 (eV/Å):
V 2.8 0.3 -0.2
O -0.1 1.6 -2.2

# 2
A molecular structure, C30H70N4NaO6 in a non-equilibrium geometry. Source: the Open Molecules 2025 dataset; level of theory: ωB97M-V/def2-TZVPD.

## Properties
LUMO level: 1.18 eV
Largest force on an atom: 3.41 eV/Å
Net charge: -1

Last column: Mulliken charge in e.
Geometry (Å):
Na1 -1.6695 5.6202 -0.4688  0.859
C1 -4.8974 1.4693 1.0633  -0.824
C2 -3.7316 1.8599 1.9679  1.113
O1 -3.6359 3.1635 2.3992  -0.943
H1 -4.7610 0.3686 1.0560  0.099
H2 -4.7944 1.7196 0.0060  0.191
H3 -5.8723 1.6602 1.5081  0.411
H4 -2.7394 1.6471 1.4875  -0.839
H5 -3.6166 1.1996 2.8643  -0.203
C3 -0.6009 2.1577 -0.7784  0.371
C4 0.3378 2.9739 0.0673  0.562
O2 -0.1124 4.1529 0.6295  -1.072
H6 -1.4620 1.7508 -0.2260  -0.081
H7 -0.2034 1.2088 -1.1562  -0.574
H8 -1.0357 2.7823 -1.5731  0.392
H9 1.2313 3.1982 -0.5433  0.221
H10 0.6382 2.2675 0.8696  -0.563
C5 3.7533 5.4292 3.5495  -1.683
C6 2.7414 4.2936 3.2932  0.665
C7 3.4218 2.9608 3.0133  0.034
O3 4.2593 2.6652 4.1203  -0.420
C8 4.8439 1.3771 4.0585  -0.692
N1 1.7278 4.2087 4.4128  -0.571
H11 4.4019 5.1314 4.3757  0.349
H12 3.3132 6.4147 3.6815  0.415
H13 4.3598 5.5055 2.6391  0.389
H14 2.1579 4.6716 2.4469  0.053
H15 4.0283 3.0408 2.1044  0.479
H16 2.7186 2.1350 2.8677  -0.204
H17 4.0058 0.6718 4.0181  0.237
H18 5.4883 1.2629 4.9253  0.305
H19 5.4542 1.2480 3.1565  0.259
H20 2.0662 3.3013 4.7674  0.224
H21 2.1522 4.7294 5.1906  0.333
C9 -1.3813 1.2469 5.6264  -1.600
C10 -0.2995 0.8498 4.6155  0.930
C11 -0.6211 -0.5354 4.0516  -0.948
O4 0.3343 -0.9781 3.1081  -0.351
C12 0.0232 -1.0799 1.7624  -0.664
N2 -0.2279 1.9241 3.6207  -0.101
H22 -1.4710 0.6080 6.5144  0.414
H23 -2.3613 1.2259 5.1413  0.252
H24 -1.2177 2.2486 6.0197  0.359
H25 0.6540 0.8441 5.1572  0.333
H26 -1.5920 -0.4812 3.5413  0.335
H27 -0.6352 -1.2411 4.8861  0.371
H28 0.7923 -1.5496 1.1423  0.156
H29 -0.2196 -0.1267 1.2715  0.342
H30 -0.8361 -1.7728 1.6769  0.425
H31 -0.9069 1.6888 2.8936  -0.206
H32 0.6704 1.7766 3.1642  -0.241
C13 3.2399 -2.0103 -3.6328  -1.806
C14 2.7501 -2.4915 -2.2570  1.803
C15 3.5958 -3.6820 -1.8014  -1.237
C16 4.9381 -3.3228 -1.1545  -1.105
C17 4.8178 -2.1955 -0.1422  -1.127
C18 4.0028 -0.9571 -0.5646  1.733
N3 2.8128 -1.3847 -1.2799  0.992
O5 1.9921 -0.3192 -1.6592  -0.476
C19 3.5479 -0.3086 0.7587  -2.115
C20 4.9629 0.0279 -1.2651  -1.922
C21 1.3139 -3.0283 -2.3497  -1.405
H33 2.6421 -1.1166 -3.8531  0.285
H34 3.1258 -2.7346 -4.4332  0.480
H35 4.2058 -1.5156 -3.5138  0.353
H36 3.0993 -4.5300 -1.3254  0.501
H37 3.9243 -4.1678 -2.7319  0.389
H38 5.5595 -2.9173 -1.9633  0.384
H39 5.4869 -4.1916 -0.7945  0.397
H40 5.8527 -1.8570 -0.0171  0.449
H41 4.5650 -2.5550 0.8586  0.499
H42 2.9356 0.5887 0.8531  0.377
H43 2.8993 -1.0686 1.2064  0.308
H44 4.4123 -0.1971 1.4177  0.304
H45 5.3565 -0.3247 -2.2191  0.387
H46 4.4439 0.9691 -1.4686  0.331
H47 5.7551 0.2903 -0.5650  0.467
H48 1.0016 -3.3991 -1.3675  0.388
H49 1.1806 -3.8565 -3.0424  0.552
H50 0.5971 -2.2246 -2.5267  -0.481
H51 1.0982 -0.5361 -1.3689  0.192
C22 -2.9702 0.3638 -3.2447  -1.875
C23 -2.8376 -1.1421 -3.4948  2.098
C24 -2.3904 -1.8031 -2.1790  -0.543
C25 -3.5612 -1.9984 -1.2113  -0.139
C26 -4.7017 -2.7622 -1.8441  -1.521
C27 -5.2359 -2.1023 -3.1393  1.709
N4 -4.0660 -1.7792 -3.9590  0.221
O6 -4.4819 -1.1934 -5.1705  -0.519
C28 -6.0066 -3.2493 -3.8286  -2.112
C29 -6.2319 -0.9814 -2.8419  -1.610
C30 -1.7348 -1.2789 -4.5588  -1.799
H52 -2.0935 0.7847 -2.7456  0.395
H53 -3.8158 0.6648 -2.6152  0.312
H54 -3.1122 1.0083 -4.1168  0.438
H55 -1.9998 -2.7909 -2.4460  0.283
H56 -1.6146 -1.2353 -1.6649  -0.071
H57 -3.9603 -1.0290 -0.8894  -0.257
H58 -3.1890 -2.3882 -0.2612  0.510
H59 -5.4993 -2.6870 -1.0942  0.506
H60 -4.5337 -3.8326 -1.9666  0.335
H61 -6.6711 -3.6773 -3.0734  0.482
H62 -6.5929 -2.8989 -4.6788  0.400
H63 -5.3884 -4.0949 -4.1367  0.457
H64 -6.2751 -0.2105 -3.6125  0.328
H65 -7.2617 -1.3449 -2.8018  0.460
H66 -6.0307 -0.5296 -1.8687  0.232
H67 -1.8500 -2.2155 -5.1094  0.493
H68 -0.7583 -1.2385 -4.0712  0.161
H69 -1.6944 -0.4542 -5.2701  0.307
H70 -4.2298 -1.7824 -5.8899  0.322

Forces on atoms 1 to 2 (eV/Å):
Na 0.6 -1.2 1.1
C 0.9 -2.0 0.4

# 3
C5H10N2O2 in the gas phase in a non-equilibrium geometry. Source: the Open Molecules 2025 dataset; level of theory: ωB97M-V/def2-TZVPD.

## Properties
SMILES string: C/N=C(\O)N(C)C(C)=O
Energy above the lowest of the compared OMol25 structures with the same formula, charge and spin: 220.26 kJ/mol
LUMO level: 0.56 eV
Largest force on an atom: 3.11 eV/Å

Last column: Mulliken charge in e.
Geometry (Å):
C1 -0.6750 1.9607 -1.5652  -0.720
N1 0.0253 0.9533 -0.8724  -0.278
C2 0.8273 0.0773 -0.5271  0.302
O1 2.1351 -0.0268 -0.9722  -0.497
N2 0.5206 -0.9440 0.3715  0.058
C3 1.5186 -1.9889 0.6213  -0.957
C4 -0.5524 -0.6673 1.3487  0.659
C5 -1.7633 0.1899 1.0847  -0.954
O2 -0.6138 -1.4069 2.3186  -0.575
H1 -0.0813 2.8621 -1.7480  0.305
H2 -1.0203 1.5850 -2.5333  0.314
H3 -1.5644 2.2617 -1.0017  0.202
H4 2.2284 0.6368 -1.6687  0.330
H5 1.1918 -2.5981 1.4594  0.362
H6 1.6517 -2.5926 -0.2758  0.292
H7 2.5118 -1.6119 0.8646  0.313
H8 -2.4184 -0.1749 0.2912  0.296
H9 -2.4105 0.2630 1.9568  0.338
H10 -1.5111 1.2217 0.8475  0.209

Forces on atoms 1 to 2 (eV/Å):
C 0.3 0.1 -0.1
N 0.1 -0.9 0.4